1.
Here is the molecule C8H18N2O2 from the Open Molecules 2025 dataset. Energies are from wB97M-V/def2-TZVPD.

For the total energy, the calculation gives -15658.7717 eV. Its SMILES is [H]/N=N/[C@@](CC)(C[C@@H](C)OC)OC. The energy relative to the best compared isomer or geometry (same formula, charge and spin) comes out at 2.338 eV. The orbital gap comes out at 9.5 eV. The value obtained for the LUMO energy is 0.71 eV.

The geometry in XYZ format:
```
30
Properties=species:S:1:pos:R:3:mulliken_charge:R:1
C 1.48 2.08 -0.90 -1.58
C -1.91 1.53 0.33 -1.47
C -3.45 -1.53 0.07 -0.64
C 1.97 -1.33 1.70 -0.72
C 1.49 1.03 0.27 -0.99
C -0.49 -0.39 -0.83 -1.41
C -1.78 -0.06 0.01 0.43
C 0.97 -0.31 -0.20 1.68
N 2.97 -1.17 -1.09 -0.73
N 1.88 -0.63 -1.34 -0.04
O -2.85 -0.55 -0.69 -0.38
O 0.87 -1.31 0.85 -0.39
H 0.43 2.25 -1.16 0.28
H 1.85 3.06 -0.53 0.37
H 1.99 1.72 -1.68 0.52
H -2.06 2.11 -0.58 0.34
H -1.04 1.90 0.75 0.30
H -2.80 1.74 0.88 0.41
H -3.67 -1.13 1.08 0.30
H -2.78 -2.56 -0.05 0.20
H -4.37 -1.77 -0.42 0.31
H 2.13 -2.39 2.18 0.28
H 2.04 -0.31 2.35 0.22
H 2.91 -1.21 1.15 0.31
H 2.53 0.86 0.42 0.67
H 0.83 1.38 1.16 0.32
H -0.54 -1.46 -0.97 0.32
H -0.56 0.08 -1.80 0.47
H -1.52 -0.45 1.04 0.36
H 3.46 -1.21 -1.98 0.26
```

---

2.
Here is a structure of composition C20H40CrNO18 from the Open Molecules 2025 dataset. Energies are from wB97M-V/def2-TZVPD.

For the total energy, the calculation gives -88148.1633 eV. The expectation value of S² is 6.007. The orbital gap (alpha / beta) comes out at 8.9 / 9.6 eV. The spin multiplicity is 5. The charge is +1. The value obtained for the LUMO energy (alpha / beta) is -3.19 / -3.06 eV.

The geometry in XYZ format:
```
80
Properties=species:S:1:pos:R:3:mulliken_charge:R:1
Cr -1.42 0.03 -0.21 0.91
N -0.05 1.64 1.47 0.92
O -1.10 1.91 0.80 -0.66
O 0.52 0.57 1.14 -0.34
O 0.35 2.37 2.36 -0.50
C 2.15 2.58 4.87 -1.46
C 2.22 1.12 4.48 0.52
O 3.15 0.91 3.42 -0.31
C 3.66 -0.30 3.26 0.87
O 3.62 -1.22 4.04 -0.61
O 4.15 -0.37 2.02 -0.27
C 4.95 -1.50 1.70 -0.87
H 3.12 2.91 5.25 0.43
H 1.46 2.64 5.71 0.39
H 1.81 3.31 4.13 0.27
H 1.23 0.75 4.21 -0.34
H 2.58 0.55 5.34 0.54
H 5.86 -1.59 2.29 0.36
H 5.26 -1.44 0.66 0.33
H 4.33 -2.39 1.80 0.37
C -0.02 -0.48 -5.84 -1.44
C -0.13 -0.08 -4.38 0.33
O 1.00 -0.61 -3.70 -0.36
C 1.20 -0.38 -2.42 0.31
O 0.39 0.07 -1.65 -0.18
O 2.41 -0.79 -2.11 -0.46
C 2.82 -0.51 -0.75 -0.10
H -0.94 -0.30 -6.39 0.38
H 0.17 -1.55 -5.81 0.35
H 0.79 0.04 -6.35 0.34
H -1.04 -0.46 -3.90 0.07
H -0.13 1.01 -4.26 0.15
H 3.54 -1.25 -0.44 0.13
H 1.98 -0.54 -0.06 -0.25
H 3.27 0.48 -0.80 0.44
C -0.57 5.90 -2.59 -1.23
C -1.67 4.91 -2.95 -0.23
O -1.42 3.67 -2.27 -0.18
C -2.05 2.56 -2.58 0.51
O -1.88 1.55 -1.95 -0.09
O -2.85 2.71 -3.62 -0.41
C -3.58 1.59 -4.09 -0.56
H -0.51 6.06 -1.51 0.33
H -0.83 6.84 -3.07 0.40
H 0.39 5.60 -3.00 0.32
H -1.70 4.76 -4.03 0.33
H -2.64 5.30 -2.65 0.28
H -4.27 1.21 -3.32 0.28
H -2.94 0.77 -4.40 0.13
H -4.18 1.89 -4.94 0.27
C 0.39 -4.95 -2.79 -1.62
C -0.04 -3.84 -1.87 0.50
O 0.56 -3.99 -0.58 -0.37
C 0.36 -3.02 0.27 0.60
O -0.27 -2.01 0.07 0.28
O 0.98 -3.31 1.40 -0.47
C 0.89 -2.32 2.44 -0.04
H -0.01 -4.86 -3.80 0.41
H 0.11 -5.93 -2.42 0.39
H 1.47 -4.94 -2.98 0.38
H -1.13 -3.87 -1.75 0.20
H 0.14 -2.87 -2.34 -0.10
H -0.14 -2.33 2.79 0.24
H 1.19 -1.33 2.12 -0.39
H 1.55 -2.67 3.22 0.39
C -2.25 1.42 4.07 -1.29
C -1.53 0.09 4.14 0.79
O -2.39 -1.00 3.81 -0.37
C -2.60 -1.31 2.56 0.52
O -2.15 -0.68 1.62 0.18
O -3.36 -2.36 2.48 -0.38
C -3.69 -2.84 1.19 -0.53
H -3.03 1.40 4.84 0.40
H -2.74 1.62 3.12 0.27
H -1.60 2.26 4.32 0.34
H -1.18 -0.04 5.16 0.48
H -0.61 0.05 3.55 -0.84
H -2.79 -3.16 0.68 0.09
H -4.16 -2.04 0.59 0.24
H -4.45 -3.62 1.20 0.29
```

---

3.
Here is a cluster of 3 separate species, C12H23O7P2 in total from the Open Molecules 2025 dataset. Energies are from wB97M-V/def2-TZVPD.

For the total energy, the calculation gives -45730.9100 eV. The orbital gap comes out at 5.8 eV. The charge is -1. The value obtained for the LUMO energy is 2.36 eV.

The geometry in XYZ format:
```
44
Properties=species:S:1:pos:R:3:mulliken_charge:R:1
C -1.07 1.09 -1.32 -0.79
C 0.07 0.06 -1.29 -0.55
P -0.17 -1.47 -0.22 -0.02
C -1.58 -2.16 -1.19 -1.23
C -0.96 -1.00 1.29 -0.64
P 0.01 -0.34 2.52 0.63
O -0.62 0.24 3.72 -0.81
O 1.11 0.80 2.00 -0.61
O 1.11 -1.52 2.89 -0.45
H -0.68 2.11 -1.34 -0.03
H -1.70 0.99 -0.43 0.29
H -1.69 0.98 -2.21 0.26
H 0.26 -0.32 -2.30 0.43
H 1.01 0.54 -0.99 0.39
H -1.31 -2.27 -2.24 0.35
H -1.83 -3.14 -0.78 0.33
H -2.47 -1.53 -1.11 0.32
H -1.83 -0.35 1.17 0.50
H 1.63 0.45 1.27 0.31
H 1.93 -1.12 3.17 0.25
O -2.45 -5.50 1.79 -0.63
C -1.28 -5.30 1.99 0.50
O -0.54 -4.47 1.25 -0.16
C 0.84 -4.51 1.64 -0.15
C 0.82 -5.00 3.08 -0.44
C -0.41 -5.91 3.08 -0.51
H 1.37 -5.19 0.97 0.23
H 1.23 -3.50 1.52 0.11
H 1.74 -5.50 3.37 0.39
H 0.65 -4.15 3.74 0.19
H -0.17 -6.93 2.77 0.23
H -0.96 -5.95 4.02 0.30
O 0.27 3.34 -3.39 -0.54
C 0.53 4.44 -3.01 0.54
O 1.72 4.76 -2.44 -0.36
C 1.71 6.11 -1.97 -0.42
C 0.63 6.81 -2.79 -0.46
C -0.35 5.68 -3.04 -0.45
H 1.47 6.10 -0.90 0.27
H 2.70 6.52 -2.10 0.30
H 0.20 7.67 -2.27 0.32
H 1.05 7.16 -3.73 0.25
H -1.08 5.57 -2.23 0.25
H -0.89 5.73 -3.98 0.32
```

---

4.
Here is a structure of composition C10H14O4 from the Open Molecules 2025 dataset. Energies are from wB97M-V/def2-TZVPD.

For the total energy, the calculation gives -18774.0408 eV. The energy relative to the best compared isomer or geometry (same formula, charge and spin) comes out at 12.506 eV. The orbital gap comes out at 9.1 eV. The value obtained for the LUMO energy is 0.20 eV.

The geometry in XYZ format:
```
28
Properties=species:S:1:pos:R:3:mulliken_charge:R:1
C 0.14 2.39 0.46 -0.50
C 1.66 0.60 -0.40 0.18
C 3.12 0.67 -0.67 -0.69
C 4.01 -0.35 -0.38 -0.59
C 3.31 -1.62 -0.01 -0.62
C 2.04 -1.57 0.42 -0.12
C 1.16 -0.41 0.26 0.85
C -1.01 -0.54 -0.12 -1.38
C -2.36 -0.80 0.36 0.97
C -3.20 -0.85 -0.96 -0.58
H 0.90 3.41 1.29 0.25
H -0.75 1.60 1.05 -0.06
H -0.95 3.04 -0.63 0.17
H 3.23 1.71 -0.81 0.48
H 4.96 -0.15 -0.39 0.58
H 4.00 -2.35 0.56 0.24
H 1.56 -2.48 0.92 0.29
H -0.52 -1.38 -0.43 0.62
H -1.20 0.37 -0.78 0.18
H -2.67 -1.67 1.09 0.29
H -1.70 0.95 1.48 0.51
H -2.91 -0.06 -1.84 0.22
H -3.38 -1.83 -1.61 0.28
H -4.68 0.92 -0.35 0.35
O 1.03 1.87 -0.47 -0.33
O 0.02 -0.53 0.84 -0.46
O -2.57 0.59 1.03 -0.51
O -4.61 -0.33 -0.57 -0.60
```

---

5.
Here is the molecule C10H9N2P from the Open Molecules 2025 dataset. Energies are from wB97M-V/def2-TZVPD.

For the total energy, the calculation gives -22780.8733 eV. The expectation value of S² is 2.020. The orbital gap (alpha / beta) comes out at 5.0 / 7.5 eV. The spin multiplicity is 3. The value obtained for the LUMO energy (alpha / beta) is 0.59 / -0.86 eV.

The geometry in XYZ format:
```
22
Properties=species:S:1:pos:R:3:mulliken_charge:R:1
C 2.14 2.35 0.30 -0.41
C -3.09 -0.53 0.49 -0.09
C 0.83 2.01 0.27 -0.76
C -2.14 0.40 0.30 -0.78
C 3.16 1.43 -0.05 -0.49
C -2.76 -1.95 0.48 -0.59
C 2.81 0.16 -0.40 -0.03
C -1.56 -2.26 0.10 0.00
C 0.38 0.68 -0.02 0.66
C -0.76 -0.01 0.07 0.25
N 1.48 -0.20 -0.45 0.18
N -0.58 -1.40 -0.05 0.02
P 0.91 -1.71 -0.99 -0.23
H 2.44 3.36 0.54 0.39
H -4.21 -0.34 0.68 0.28
H 0.01 2.77 0.49 0.20
H -2.41 1.49 0.29 0.28
H 4.26 1.65 0.02 0.30
H -3.55 -2.74 0.73 0.29
H 3.59 -0.74 -0.61 0.19
H -1.23 -3.33 -0.03 0.25
H 0.28 -1.08 -2.15 0.08
```

---

6.
Here is a structure of composition C41H31BF5N13O5S2Ti from the Open Molecules 2025 dataset. Energies are from wB97M-V/def2-TZVPD.

For the total energy, the calculation gives -131675.1337 eV. The energy relative to the best compared isomer or geometry (same formula, charge and spin) comes out at 0.998 eV. The expectation value of S² is 0.774. The orbital gap (alpha / beta) comes out at 6.4 / 5.1 eV. The spin multiplicity is 2. The charge is +1. The value obtained for the LUMO energy (alpha / beta) is -3.60 / -4.93 eV.

The geometry in XYZ format:
```
99
Properties=species:S:1:pos:R:3:mulliken_charge:R:1
Ti 1.38 -0.35 -1.04 -1.50
C 4.40 2.83 -0.82 -1.71
C 3.37 2.13 -1.44 -0.24
N 2.85 1.23 -0.60 0.84
N 3.52 1.35 0.57 -0.08
C 4.47 2.30 0.45 0.00
B 2.95 0.56 1.77 0.44
N 3.11 -0.94 1.46 0.26
C 3.64 -1.92 2.19 -0.06
C 3.47 -3.12 1.51 -1.47
C 2.79 -2.77 0.35 -0.52
N 2.59 -1.44 0.32 0.77
N 1.42 0.87 1.76 0.77
C 0.70 1.45 2.72 -0.20
C -0.57 1.69 2.24 -1.46
C -0.55 1.22 0.94 -0.95
N 0.65 0.71 0.65 0.89
N 3.50 0.88 3.15 0.55
C 4.37 1.80 3.65 -0.04
C 4.43 1.63 5.00 -0.90
C 3.54 0.58 5.27 -0.43
N 2.98 0.13 4.16 -1.08
H 5.01 3.61 -1.24 0.49
H 2.97 2.27 -2.42 0.57
H 5.15 2.54 1.23 0.51
H 4.10 -1.73 3.14 0.54
H 3.77 -4.10 1.82 0.52
H 2.45 -3.41 -0.44 0.62
H 1.12 1.64 3.70 0.53
H -1.40 2.15 2.76 0.64
H -1.35 1.28 0.23 0.50
H 4.88 2.52 3.04 0.35
H 5.04 2.19 5.70 0.44
H 3.29 0.14 6.22 0.49
C -5.27 2.93 3.69 -0.97
O -4.25 3.13 2.74 -0.39
C -4.55 3.03 1.43 0.59
C -3.51 3.33 0.54 -0.32
C -3.70 3.22 -0.82 0.09
C -4.95 2.84 -1.33 -0.61
C -6.00 2.61 -0.44 -0.49
C -5.80 2.68 0.93 -0.54
N -5.23 2.75 -2.70 -0.44
N -4.36 2.49 -3.55 -0.59
C -3.10 2.00 -3.27 -0.01
C -2.00 2.52 -3.91 -0.69
C -0.70 2.15 -3.55 -0.58
C -0.48 1.20 -2.58 0.30
O 0.73 0.88 -2.11 0.68
C -1.60 0.50 -2.05 0.36
N -1.33 -0.52 -1.21 0.95
C -2.33 -1.24 -0.74 -0.48
C -3.67 -0.98 -1.07 -1.61
C -3.96 0.09 -1.88 -0.74
C -2.92 0.88 -2.39 0.82
H -4.82 3.15 4.66 0.25
H -5.63 1.90 3.68 0.37
H -6.11 3.61 3.52 0.39
H -2.56 3.66 0.95 0.77
H -2.89 3.48 -1.49 0.51
H -6.96 2.34 -0.85 0.49
H -6.62 2.46 1.60 0.48
H -2.16 3.28 -4.66 0.45
H 0.15 2.63 -4.02 0.55
H -2.06 -2.06 -0.09 0.26
H -4.45 -1.61 -0.69 0.54
H -4.99 0.29 -2.16 0.68
F -4.21 -5.74 3.86 -0.27
C -3.29 -4.92 3.41 0.61
C -2.34 -5.38 2.51 0.14
F -2.38 -6.64 2.09 -0.28
C -1.38 -4.52 2.04 0.08
F -0.49 -4.96 1.16 -0.29
C -1.31 -3.17 2.46 -0.26
S -0.07 -2.13 1.92 0.34
C -2.31 -2.74 3.35 0.12
F -2.33 -1.48 3.74 -0.24
C -3.29 -3.59 3.82 0.16
F -4.23 -3.15 4.63 -0.28
C -0.57 -3.72 -2.83 -1.04
S 0.70 -2.48 -2.91 1.36
O 1.93 -3.12 -3.28 -0.67
O 0.27 -1.38 -3.73 -0.68
O 0.80 -2.00 -1.45 0.08
H -0.54 -4.30 -3.75 0.46
H -1.54 -3.23 -2.71 0.32
H -0.35 -4.35 -1.97 0.29
N 4.02 1.68 -6.57 -0.49
C 4.02 0.92 -5.71 -0.30
C 4.06 0.02 -4.60 0.07
C 5.15 -0.82 -4.40 -0.40
C 5.16 -1.61 -3.26 -1.24
C 4.13 -1.48 -2.35 -0.11
N 3.08 -0.68 -2.53 0.72
C 3.04 0.03 -3.67 -0.31
H 5.96 -0.85 -5.12 0.54
H 5.97 -2.30 -3.08 0.53
H 4.17 -2.05 -1.44 0.28
H 2.14 0.60 -3.85 0.63
```

---

7.
Here is the molecule CH4IN from the Open Molecules 2025 dataset. Energies are from wB97M-V/def2-TZVPD.

For the total energy, the calculation gives -10690.2207 eV. Its SMILES is CNI. The energy relative to the best compared isomer or geometry (same formula, charge and spin) comes out at 1.263 eV. The orbital gap comes out at 8.9 eV. The value obtained for the LUMO energy is 0.04 eV.

The geometry in XYZ format:
```
7
Properties=species:S:1:pos:R:3:mulliken_charge:R:1
C 0.75 0.30 0.11 -0.75
N -0.64 -0.86 0.12 -0.60
I -2.40 0.17 -0.05 0.07
H 0.64 0.96 0.89 0.35
H 1.63 -0.29 0.27 0.31
H 0.63 1.07 -0.63 0.33
H -0.61 -1.35 -0.70 0.29
```

---

8.
Here is a cluster of 2 separate species, C7H8N2OS2 in total from the Open Molecules 2025 dataset. Energies are from wB97M-V/def2-TZVPD.

For the total energy, the calculation gives -34083.0257 eV. The energy relative to the best compared isomer or geometry (same formula, charge and spin) comes out at 2.551 eV. The orbital gap (alpha / beta) comes out at 6.7 / 6.7 eV. The value obtained for the LUMO energy (alpha / beta) is -0.87 / -0.87 eV.

The geometry in XYZ format:
```
20
Properties=species:S:1:pos:R:3:mulliken_charge:R:1
C 2.96 1.05 0.63 -0.36
C 2.06 1.73 -0.15 -0.72
C 2.62 -0.20 1.12 -0.54
C 0.88 1.12 -0.51 -0.20
C 1.52 -0.89 0.64 -0.41
C 0.59 -0.20 -0.16 0.78
C -1.99 0.23 0.06 0.77
N -3.11 -0.02 -0.56 -0.43
N -0.39 -0.81 -0.93 -0.45
O -1.55 0.69 1.05 -0.40
S -4.77 0.51 0.13 -0.09
S -0.90 -2.38 -0.69 -0.19
H 4.03 1.36 0.57 0.28
H 2.22 2.66 -0.44 0.51
H 3.42 -0.84 1.61 0.26
H 0.13 1.66 -0.97 0.36
H 1.39 -1.93 1.08 0.21
H -3.19 -0.62 -1.39 0.30
H -5.01 -0.52 0.93 0.16
H -0.91 -2.61 -2.01 0.14
```